Run A
The following is a DFT calculation (wB97M-V/def2-TZVPD) of an isolated ion of composition C5H11N2 and charge +1.

The geometry in ORCA input format:
```
! wB97M-V def2-TZVPD RIJCOSX def2/J DEFGRID3
* xyz 1 1
C 2.157 0.706 -0.325
C 1.438 -0.042 0.860
C -0.877 -0.265 0.244
C -2.204 0.458 -0.161
C -0.732 -1.634 -0.040
N 1.525 1.525 -0.926
N 0.031 0.424 0.902
H 3.094 0.274 -0.511
H 1.401 -1.055 0.459
H 1.952 0.141 1.722
H -1.865 1.486 -0.388
H -3.035 0.489 0.676
H -2.664 0.080 -1.058
H 0.324 -1.815 -0.470
H -1.265 -1.768 -0.917
H -0.991 -2.353 0.590
H 1.811 1.932 -1.699
H -0.101 1.416 1.043
*
```

Calculated values
- HOMO-LUMO gap (eV) = 9.707
- E_LUMO (eV) = -4.474
- structure (SMILES) = [H]/N=C/C[NH+]=C(C)C
- HOMO energy (hartree) = -0.5212

Computed Löwdin charges, given in elementary charges: C -0.172; C -0.069; C -0.241; C 0.031; C 0.017; N 0.174; N 0.126; H 0.115; H 0.095; H 0.100; H 0.091; H 0.151; H 0.080; H 0.142; H 0.088; H 0.084; H 0.025; H 0.164

Run B
The following is a DFT calculation (wB97M-V/def2-TZVPD) of an isolated ion of composition C5H11N2 and charge +1.

The geometry in ORCA input format:
```
! wB97M-V def2-TZVPD RIJCOSX def2/J DEFGRID3
* xyz 1 1
C 0.833 -1.357 0.003
C -1.856 0.036 -0.313
C -3.302 -0.232 -0.054
C 2.997 -0.620 -0.269
C 1.193 1.091 0.125
N -0.929 -0.840 0.031
N 1.572 -0.308 -0.030
H -1.478 0.842 -0.818
H -3.708 0.666 0.356
H -3.452 -1.105 0.758
H -3.900 -0.379 -1.058
H 3.332 -1.570 0.303
H 3.110 -1.011 -1.334
H 3.643 0.155 -0.044
H 0.202 0.905 0.557
H 1.956 1.454 0.759
H 1.350 1.577 -0.765
H -1.251 -1.665 0.540
*
```

Calculated values
- HOMO-LUMO gap (eV) = 10.235
- E_LUMO (eV) = -4.310
- HOMO energy (hartree) = -0.5345

Computed Löwdin charges, given in elementary charges: C 0.192; C -0.106; C -0.038; C -0.026; C 0.023; N 0.064; N -0.263; H 0.099; H 0.068; H 0.145; H 0.144; H 0.133; H 0.126; H 0.065; H 0.085; H 0.097; H 0.088; H 0.102

Run C
The following is a DFT calculation (wB97M-V/def2-TZVPD) of an isolated ion of composition C5H11N2 and charge +1.

The geometry in ORCA input format:
```
! wB97M-V def2-TZVPD RIJCOSX def2/J DEFGRID3
* xyz 1 1
C 1.019 0.668 -1.373
C -0.566 0.055 0.323
C 2.127 -0.061 -2.083
C -1.530 -0.271 2.473
C -1.472 -0.759 1.056
N 0.329 -0.289 -0.494
N 0.640 1.877 -1.301
H -1.065 1.042 0.231
H 2.674 -0.627 -1.243
H 2.823 0.646 -2.499
H 1.771 -0.828 -2.719
H -0.480 -0.243 2.786
H -2.220 -0.832 3.130
H -2.087 0.800 2.541
H -2.518 -0.731 0.612
H -1.206 -1.877 1.045
H 0.682 -1.185 -0.614
H 1.079 2.614 -1.872
*
```

Calculated values
- HOMO-LUMO gap (eV) = 9.948
- E_LUMO (eV) = -5.115
- structure (SMILES) = [H]/N=C(C)/[NH+]=C/CC
- HOMO energy (hartree) = -0.5536

Computed Löwdin charges, given in elementary charges: C -0.357; C -0.053; C 0.008; C -0.097; C -0.245; N 0.175; N 0.195; H 0.176; H 0.127; H 0.092; H 0.080; H 0.087; H 0.094; H 0.144; H 0.171; H 0.154; H 0.142; H 0.106

Which of them is least stable? Easy: run B.

Run A
The following is a DFT calculation (wB97M-V/def2-TZVPD) of a 2-piece molecular cluster, C5H11N2 overall.

The geometry in ORCA input format:
```
! wB97M-V def2-TZVPD RIJCOSX def2/J DEFGRID3
* xyz 1 1
C -1.350 2.797 1.217
C 0.549 -0.052 1.822
C -0.702 1.727 0.387
C -0.009 0.764 0.927
C 0.845 -1.818 -1.909
N -0.055 -2.763 -1.882
N 1.048 -0.999 -0.896
H -0.848 3.736 1.130
H -2.454 2.731 0.950
H 1.596 0.248 2.106
H 0.383 -1.057 2.054
H -0.727 1.773 -0.656
H -1.276 2.273 2.258
H 1.444 -1.757 -2.857
H -0.117 -3.626 -2.513
H -0.571 -2.738 -0.991
H 1.742 -0.159 -1.120
H 0.501 -1.080 -0.027
*
```

Calculated values
- HOMO-LUMO gap (eV) = 9.193
- E_LUMO (eV) = -3.649
- HOMO energy (hartree) = -0.4719

Computed Löwdin charges, given in elementary charges: C -0.069; C -0.003; C -0.182; C -0.165; C -0.203; N 0.162; N 0.154; H 0.070; H 0.103; H 0.098; H 0.042; H 0.081; H 0.116; H 0.176; H 0.191; H 0.144; H 0.214; H 0.069

Run B
The following is a DFT calculation (wB97M-V/def2-TZVPD) of an isolated ion of composition C5H11N2 and charge +1.

The geometry in ORCA input format:
```
! wB97M-V def2-TZVPD RIJCOSX def2/J DEFGRID3
* xyz 1 1
C -0.011 1.587 -0.720
C -1.144 -0.577 -0.677
C 1.374 -0.421 -0.309
C -0.012 -1.020 0.242
C -0.244 -0.511 1.641
N -1.103 0.867 -0.917
N 1.195 1.027 -0.529
H 0.056 2.713 -0.791
H -1.373 -0.960 -1.738
H -1.992 -0.811 -0.118
H 2.227 -0.477 0.424
H 1.524 -1.182 -1.218
H 0.244 -2.058 0.263
H -0.208 0.581 1.670
H 0.611 -0.949 2.173
H -1.237 -0.758 2.057
H -1.954 1.379 -1.253
H 2.045 1.570 -0.198
*
```

Calculated values
- HOMO-LUMO gap (eV) = 11.200
- E_LUMO (eV) = -3.411
- structure (SMILES) = C[C@H]1CNC=[NH+]C1
- HOMO energy (hartree) = -0.5370

Computed Löwdin charges, given in elementary charges: C -0.084; C -0.116; C -0.107; C -0.334; C -0.058; N 0.074; N 0.049; H 0.185; H 0.169; H 0.103; H 0.140; H 0.173; H 0.134; H 0.079; H 0.100; H 0.103; H 0.196; H 0.193

Which of them is least stable? Easy: run A.

Run A
The following is a DFT calculation (wB97M-V/def2-TZVPD) of one molecule with the formula C19H27N3O3.

The geometry in ORCA input format:
```
! wB97M-V def2-TZVPD RIJCOSX def2/J DEFGRID3
* xyz 0 1
C -1.090 -3.240 1.441
H -1.977 -3.607 0.932
C -0.983 -1.729 1.283
H -0.845 -1.478 0.227
H -0.130 -1.347 1.846
C -2.249 -1.019 1.798
C -2.011 0.483 1.763
O -1.454 1.071 2.677
N -2.414 1.112 0.637
C -2.967 0.392 -0.437
C -3.025 0.905 -1.725
C -3.656 0.184 -2.725
C -4.231 -1.044 -2.447
C -4.139 -1.583 -1.175
C -3.493 -0.877 -0.172
O -3.403 -1.416 1.081
H -4.562 -2.546 -0.938
H -4.738 -1.595 -3.224
H -3.701 0.590 -3.723
H -2.567 1.855 -1.952
C -2.291 2.557 0.566
H -3.077 2.951 -0.079
H -2.412 2.948 1.580
C -0.916 2.974 0.021
O -0.763 3.396 -1.107
N 0.062 2.820 0.925
H -0.166 2.390 1.815
C 1.455 3.046 0.619
H 1.490 3.511 -0.368
C 2.255 1.744 0.624
H 3.303 1.982 0.430
C 1.737 0.761 -0.444
N 2.583 -0.365 -0.743
C 3.807 -0.084 -1.488
C 4.860 -1.064 -0.957
H 5.470 -1.487 -1.752
H 5.521 -0.561 -0.248
C 4.025 -2.116 -0.230
H 4.585 -2.650 0.536
H 3.621 -2.833 -0.943
C 2.895 -1.272 0.345
H 3.242 -0.754 1.255
H 2.009 -1.859 0.598
H 4.141 0.955 -1.376
H 3.606 -0.255 -2.552
H 1.577 1.304 -1.380
H 0.768 0.367 -0.122
H 2.187 1.287 1.614
H 1.871 3.741 1.356
H -2.435 -1.312 2.836
H -1.158 -3.509 2.492
H -0.216 -3.725 1.013
*
```

Calculated values
- HOMO-LUMO gap (eV) = 8.908
- E_LUMO (eV) = 0.802
- structure (SMILES) = CC[C@@H]1Oc2ccccc2N(CC(=O)NCCCN2CCCC2)C1=O
- HOMO energy (hartree) = -0.2979

Computed Löwdin charges, given in elementary charges: C -0.078; H 0.075; C -0.185; H 0.119; H 0.116; C -0.218; C -0.381; O 0.066; N 0.051; C -0.123; C 0.000; C -0.080; C -0.085; C 0.003; C -0.205; O 0.021; H 0.120; H 0.103; H 0.104; H 0.104; C -0.025; H 0.136; H 0.136; C -0.475; O 0.057; N 0.077; H 0.118; C -0.175; H 0.121; C -0.159; H 0.108; C -0.191; N -0.176; C -0.185; C -0.168; H 0.104; H 0.107; C -0.174; H 0.106; H 0.112; C -0.202; H 0.116; H 0.105; H 0.106; H 0.114; H 0.129; H 0.104; H 0.107; H 0.120; H 0.170; H 0.080; H 0.071

Run B
The following is a DFT calculation (wB97M-V/def2-TZVPD) of one molecule with the formula C19H27N3O3.

The geometry in ORCA input format:
```
! wB97M-V def2-TZVPD RIJCOSX def2/J DEFGRID3
* xyz 0 1
C -5.344 -2.664 2.256
H -4.519 -2.135 2.727
C -5.246 -2.607 0.735
H -6.093 -3.151 0.316
C -5.241 -1.175 0.177
N -3.944 -0.799 -0.362
C -2.943 -0.599 0.669
C -1.573 -0.346 0.035
N -1.652 0.790 -0.843
C -0.914 1.909 -0.775
O -1.102 2.882 -1.487
C 0.191 1.940 0.241
C 1.335 1.161 0.103
C 2.423 1.321 0.962
C 2.386 2.240 1.991
C 1.241 3.011 2.139
C 0.169 2.875 1.270
H -0.699 3.507 1.383
H 1.190 3.739 2.934
H 3.225 2.362 2.658
C 3.512 0.387 0.543
N 2.934 -0.279 -0.601
C 1.659 0.106 -0.883
O 0.971 -0.365 -1.767
C 3.615 -1.323 -1.314
C 3.763 -2.604 -0.475
O 4.643 -2.482 0.620
C 6.008 -2.533 0.286
H 6.324 -1.665 -0.303
H 6.553 -2.538 1.228
H 6.243 -3.445 -0.275
H 4.086 -3.425 -1.131
H 2.792 -2.857 -0.041
H 4.598 -0.967 -1.639
H 3.006 -1.547 -2.193
H 4.426 0.925 0.262
H 3.771 -0.338 1.323
C -2.670 0.642 -1.857
C -4.023 0.385 -1.200
H -4.320 1.276 -0.616
H -4.773 0.216 -1.975
H -2.405 -0.206 -2.495
H -2.692 1.558 -2.449
H -1.273 -1.222 -0.550
H -0.833 -0.168 0.817
H -3.204 0.258 1.321
H -2.883 -1.496 1.286
H -5.953 -1.107 -0.649
H -5.572 -0.467 0.957
H -4.339 -3.109 0.397
H -6.274 -2.209 2.592
H -5.328 -3.696 2.597
*
```

Calculated values
- HOMO-LUMO gap (eV) = 9.243
- E_LUMO (eV) = 0.644
- structure (SMILES) = CCCN1CCN(C(=O)c2cccc3c2C(=O)N(CCOC)C3)CC1
- HOMO energy (hartree) = -0.3160

Computed Löwdin charges, given in elementary charges: C -0.120; H 0.060; C -0.239; H 0.101; C -0.214; N -0.181; C -0.165; C -0.123; N -0.043; C -0.419; O 0.077; C -0.074; C -0.030; C -0.129; C -0.019; C -0.058; C -0.006; H 0.122; H 0.105; H 0.114; C -0.070; N -0.044; C -0.379; O 0.086; C -0.112; C -0.194; O -0.206; C -0.109; H 0.082; H 0.091; H 0.090; H 0.123; H 0.134; H 0.124; H 0.129; H 0.145; H 0.135; C -0.108; C -0.172; H 0.132; H 0.121; H 0.137; H 0.125; H 0.130; H 0.127; H 0.134; H 0.112; H 0.114; H 0.122; H 0.105; H 0.071; H 0.068

Which of them is least stable? Easy: run B.

Run A
The following is a DFT calculation (wB97M-V/def2-TZVPD) of one molecule with the formula C26H35N3O4.

The geometry in ORCA input format:
```
! wB97M-V def2-TZVPD RIJCOSX def2/J DEFGRID3
* xyz 0 1
C 3.243 5.888 0.492
H 2.883 6.130 -0.505
H 3.676 4.891 0.459
C 2.099 5.962 1.497
C 2.549 5.713 2.937
C 2.899 4.253 3.209
H 3.655 3.898 2.497
O 1.713 3.492 3.081
C 1.757 2.157 3.300
C 2.902 1.433 3.625
C 2.817 0.069 3.828
C 1.608 -0.608 3.697
C 0.460 0.123 3.391
C 0.537 1.483 3.194
H -0.344 2.063 2.965
H -0.495 -0.373 3.324
C 1.613 -2.065 3.954
O 2.382 -2.606 4.726
N 0.706 -2.838 3.273
N -0.092 -2.393 2.298
C -0.879 -3.192 1.693
C -1.749 -2.716 0.644
C -2.643 -3.575 0.010
C -3.449 -3.097 -1.002
C -3.393 -1.772 -1.417
C -2.523 -0.883 -0.744
C -1.709 -1.372 0.259
H -1.020 -0.733 0.786
O -2.543 0.431 -1.123
C -1.712 1.338 -0.439
H -1.915 2.312 -0.883
H -0.653 1.093 -0.568
H -1.949 1.371 0.628
O -4.272 -1.393 -2.390
C -3.757 -0.681 -3.499
C -2.846 -1.584 -4.342
N -1.672 -1.980 -3.590
C -1.195 -3.312 -3.908
H -2.040 -4.003 -3.848
C -0.124 -3.735 -2.908
C 1.041 -2.753 -2.945
C 0.506 -1.352 -2.675
H 1.306 -0.612 -2.751
H 0.093 -1.321 -1.666
C -0.597 -1.011 -3.673
H -1.002 -0.022 -3.449
H -0.171 -0.980 -4.695
H 1.790 -3.022 -2.199
H 1.516 -2.784 -3.929
H 0.215 -4.745 -3.144
H -0.563 -3.738 -1.909
H -0.780 -3.359 -4.933
H -2.589 -1.060 -5.278
H -3.414 -2.481 -4.599
H -3.226 0.217 -3.176
H -4.634 -0.392 -4.082
H -4.144 -3.750 -1.507
H -2.699 -4.613 0.304
H -0.929 -4.258 1.946
H 0.725 -3.838 3.498
H 3.699 -0.495 4.090
H 3.859 1.921 3.728
H 3.302 4.152 4.226
H 1.743 5.995 3.617
H 3.422 6.328 3.166
H 1.332 5.230 1.240
H 1.646 6.954 1.443
H 4.027 6.595 0.754
*
```

Calculated values
- HOMO-LUMO gap (eV) = 8.058
- E_LUMO (eV) = 0.488
- structure (SMILES) = CCCCOc1ccc(C(=O)N/N=C/c2ccc(OCCN3CCCCC3)c(OC)c2)cc1
- HOMO energy (hartree) = -0.2782

Computed Löwdin charges, given in elementary charges: C -0.109; H 0.069; H 0.064; C -0.260; C -0.180; C -0.209; H 0.122; O -0.041; C -0.261; C -0.006; C -0.007; C -0.146; C -0.031; C 0.003; H 0.114; H 0.103; C -0.426; O 0.065; N 0.052; N 0.034; C -0.089; C -0.223; C -0.048; C 0.000; C -0.205; C -0.197; C 0.024; H 0.099; O -0.096; C -0.071; H 0.098; H 0.096; H 0.094; O -0.020; C -0.158; C -0.157; N -0.174; C -0.192; H 0.118; C -0.175; C -0.199; C -0.174; H 0.112; H 0.095; C -0.186; H 0.114; H 0.127; H 0.109; H 0.111; H 0.111; H 0.099; H 0.127; H 0.126; H 0.124; H 0.108; H 0.129; H 0.123; H 0.110; H 0.128; H 0.161; H 0.121; H 0.105; H 0.131; H 0.115; H 0.116; H 0.104; H 0.105; H 0.073

Run B
The following is a DFT calculation (wB97M-V/def2-TZVPD) of one molecule with the formula C26H35N3O4.

The geometry in ORCA input format:
```
! wB97M-V def2-TZVPD RIJCOSX def2/J DEFGRID3
* xyz 0 1
C -1.469 6.244 -3.397
H -0.823 6.881 -3.997
H -1.016 6.117 -2.418
C -1.682 4.901 -4.087
C -0.376 4.186 -4.428
C 0.397 3.733 -3.193
H 0.751 4.599 -2.619
O 1.500 2.968 -3.640
C 2.360 2.453 -2.728
C 2.244 2.597 -1.348
C 3.170 2.009 -0.506
C 4.231 1.272 -1.020
C 4.365 1.162 -2.404
C 3.440 1.732 -3.247
H 3.527 1.642 -4.318
H 5.206 0.614 -2.803
C 5.259 0.636 -0.165
O 6.439 0.578 -0.451
N 4.822 0.075 1.010
N 3.532 -0.049 1.330
C 3.175 -0.618 2.412
C 1.774 -0.737 2.742
C 1.357 -1.290 3.949
C 0.011 -1.393 4.221
C -0.966 -0.953 3.327
C -0.545 -0.359 2.114
C 0.808 -0.277 1.843
H 1.167 0.155 0.924
O -1.500 0.124 1.251
C -1.078 0.783 0.082
H -1.994 1.109 -0.411
H -0.525 0.115 -0.585
H -0.460 1.654 0.317
O -2.239 -1.096 3.774
C -3.343 -1.301 2.907
C -3.700 -2.799 2.746
N -2.943 -3.595 1.815
C -2.971 -3.141 0.440
H -3.989 -2.823 0.200
C -2.554 -4.291 -0.476
C -1.159 -4.777 -0.100
C -1.141 -5.155 1.378
H -0.138 -5.453 1.686
H -1.821 -5.990 1.548
C -1.600 -3.962 2.215
H -1.612 -4.228 3.274
H -0.879 -3.139 2.076
H -0.876 -5.634 -0.715
H -0.432 -3.980 -0.278
H -2.578 -3.960 -1.516
H -3.266 -5.109 -0.357
H -2.292 -2.287 0.270
H -4.747 -2.840 2.427
H -3.625 -3.273 3.729
H -3.188 -0.840 1.934
H -4.182 -0.805 3.405
H -0.334 -1.824 5.147
H 2.082 -1.645 4.666
H 3.901 -1.026 3.125
H 5.544 -0.343 1.605
H 3.070 2.142 0.559
H 1.439 3.172 -0.919
H -0.252 3.122 -2.548
H 0.264 4.842 -5.020
H -0.590 3.301 -5.029
H -2.233 5.065 -5.014
H -2.292 4.257 -3.449
H -2.422 6.752 -3.264
*
```

Calculated values
- HOMO-LUMO gap (eV) = 8.281
- E_LUMO (eV) = 0.437
- structure (SMILES) = CCCCOc1ccc(C(=O)N/N=C/c2ccc(OCCN3CCCCC3)c(OC)c2)cc1
- HOMO energy (hartree) = -0.2883

Computed Löwdin charges, given in elementary charges: C -0.111; H 0.075; H 0.065; C -0.263; C -0.183; C -0.212; H 0.127; O -0.036; C -0.262; C -0.015; C -0.033; C -0.151; C -0.007; C 0.008; H 0.119; H 0.121; C -0.427; O 0.072; N 0.054; N 0.033; C -0.089; C -0.215; C -0.039; C -0.003; C -0.216; C -0.184; C 0.039; H 0.097; O -0.119; C -0.079; H 0.097; H 0.101; H 0.090; O -0.021; C -0.145; C -0.156; N -0.169; C -0.197; H 0.124; C -0.184; C -0.209; C -0.181; H 0.109; H 0.114; C -0.190; H 0.126; H 0.115; H 0.106; H 0.111; H 0.107; H 0.113; H 0.116; H 0.120; H 0.124; H 0.105; H 0.128; H 0.123; H 0.110; H 0.128; H 0.163; H 0.110; H 0.099; H 0.129; H 0.119; H 0.117; H 0.105; H 0.105; H 0.069

Which of them is least stable? Easy: run B.